Entry 1:
DFT (the ωB97M-V functional and the def2-TZVPD basis) results for a cluster of 3 separate species, C37H65BrN5O6 in total at a distorted geometry.

Element x y z (Å)
C (-2.40, -5.19, -1.21)
C (-2.05, -4.36, 0.08)
O (-1.31, -4.78, 0.93)
O (-2.65, -3.10, 0.19)
C (-4.08, -3.26, 0.47)
C (-4.43, -2.46, 1.79)
C (-3.35, -2.86, 2.87)
C (-3.77, -2.32, 4.31)
C (-3.02, -3.05, 5.50)
N (-1.83, -2.30, 6.03)
C (-1.48, -1.28, 5.07)
N (-0.40, -1.33, 4.37)
C (0.49, -2.52, 4.59)
N (1.15, -2.53, 5.92)
C (0.02, -0.35, 3.33)
C (0.16, 1.13, 3.82)
C (0.96, 2.00, 2.74)
C (0.47, 1.67, 1.26)
C (1.55, 0.75, 0.57)
C (0.94, -0.20, -0.57)
C (1.72, 0.14, -1.91)
C (1.56, -0.99, -3.01)
C (1.28, -0.32, -4.44)
C (0.28, -1.14, -5.35)
C (-1.03, -0.24, -5.60)
C (-1.63, -0.58, -7.03)
N (-2.86, -1.39, -6.99)
C (-3.95, -1.31, -6.14)
C (-5.02, -2.24, -6.39)
C (-4.46, -2.98, -7.57)
C (-3.16, -2.42, -7.89)
N (-2.41, -0.20, 4.90)
C (-2.57, 0.57, 6.16)
C (-2.94, 2.08, 5.82)
C (-4.49, 2.35, 6.08)
Br (-5.41, 2.60, 4.36)
C (-3.71, -0.74, 4.37)
H (-3.46, -5.00, -1.52)
H (-1.73, -4.86, -2.06)
H (-2.20, -6.27, -0.99)
H (-4.23, -4.35, 0.74)
H (-4.73, -2.93, -0.37)
H (-5.44, -2.74, 2.20)
H (-4.37, -1.36, 1.57)
H (-2.42, -2.27, 2.60)
H (-3.10, -3.95, 2.88)
H (-4.86, -2.58, 4.42)
H (-2.74, -4.08, 5.13)
H (-3.75, -3.12, 6.35)
H (-2.01, -1.90, 6.95)
H (-0.11, -3.47, 4.52)
H (1.29, -2.61, 3.82)
H (0.88, -3.37, 6.43)
H (0.94, -1.69, 6.45)
H (1.03, -0.67, 2.95)
H (-0.68, -0.47, 2.46)
H (-0.87, 1.58, 3.83)
H (0.57, 1.25, 4.86)
H (2.06, 1.87, 2.88)
H (0.65, 3.06, 2.94)
H (0.38, 2.63, 0.67)
H (-0.56, 1.22, 1.24)
H (2.11, 0.09, 1.28)
H (2.30, 1.44, 0.09)
H (-0.16, 0.01, -0.69)
H (1.06, -1.29, -0.31)
H (1.44, 1.16, -2.25)
H (2.81, 0.16, -1.62)
H (2.53, -1.54, -3.13)
H (0.76, -1.74, -2.76)
H (2.25, -0.27, -4.99)
H (0.92, 0.73, -4.27)
H (-0.08, -2.03, -4.76)
H (0.73, -1.50, -6.30)
H (-1.78, -0.49, -4.81)
H (-0.79, 0.85, -5.55)
H (-0.88, -1.08, -7.70)
H (-1.92, 0.40, -7.51)
H (-3.91, -0.52, -5.35)
H (-5.99, -2.38, -5.88)
H (-4.98, -3.82, -8.08)
H (-2.53, -2.77, -8.72)
H (-1.56, 0.62, 6.68)
H (-3.28, 0.12, 6.90)
H (-2.36, 2.78, 6.48)
H (-2.66, 2.32, 4.77)
H (-4.61, 3.22, 6.77)
H (-4.93, 1.46, 6.61)
H (-3.85, -0.30, 3.35)
H (-4.52, -0.29, 5.01)
O (2.38, 2.16, -6.26)
C (3.01, 2.59, -5.34)
O (2.59, 2.51, -4.04)
C (3.52, 3.22, -3.20)
C (4.81, 3.27, -3.99)
C (4.32, 3.33, -5.42)
H (3.12, 4.21, -3.00)
H (3.64, 2.69, -2.26)
H (5.45, 4.11, -3.71)
H (5.38, 2.35, -3.83)
H (4.13, 4.35, -5.75)
H (5.00, 2.83, -6.11)
O (5.37, 5.82, -1.26)
C (6.28, 5.20, -0.81)
O (6.41, 3.85, -0.93)
C (7.55, 3.40, -0.18)
C (8.44, 4.63, -0.05)
C (7.43, 5.76, 0.00)
H (7.21, 3.03, 0.79)
H (8.05, 2.60, -0.72)
H (9.10, 4.58, 0.82)
H (9.06, 4.73, -0.94)
H (7.08, 5.95, 1.02)
H (7.82, 6.67, -0.45)

Values from the calculation:
E   -129191.551 eV
Net charge   +1
Largest force on an atom   0.091 hartree/bohr

Mulliken population analysis, charges in e, atoms 1 to 99: number 1, C, carries -0.8733; number 2, C, carries 0.6399; number 3, O, carries -0.5194; number 4, O, carries -0.2032; number 5, C, carries -0.8010; number 6, C, carries -0.6251; number 7, C, carries -0.3270; number 8, C, carries 0.4328; number 9, C, carries -1.0556; number 10, N, carries 0.0278; number 11, C, carries -1.8554; number 12, N, carries 0.5969; number 13, C, carries -0.3467; number 14, N, carries -0.5725; number 15, C, carries -0.1234; number 16, C, carries 0.0454; number 17, C, carries -0.9227; number 18, C, carries -0.8888; number 19, C, carries -0.4417; number 20, C, carries -0.9577; number 21, C, carries -0.2953; number 22, C, carries -0.7670; number 23, C, carries -0.0543; number 24, C, carries -0.8521; number 25, C, carries -0.3757; number 26, C, carries -0.4393; number 27, N, carries 0.2715; number 28, C, carries -0.1703; number 29, C, carries -0.6794; number 30, C, carries -0.4418; number 31, C, carries -0.4263; number 32, N, carries 0.9316; number 33, C, carries -0.7816; number 34, C, carries -0.6050; number 35, C, carries -0.7106; number 36, Br, carries -0.1718; number 37, C, carries -0.8738; number 38, H, carries 0.3150; number 39, H, carries 0.2623; number 40, H, carries 0.3232; number 41, H, carries 0.5068; number 42, H, carries 0.2811; number 43, H, carries 0.2890; number 44, H, carries 0.3426; number 45, H, carries -0.2262; number 46, H, carries 0.4047; number 47, H, carries 0.7889; number 48, H, carries 0.3024; number 49, H, carries 0.3647; number 50, H, carries 0.3855; number 51, H, carries 0.3185; number 52, H, carries 0.4171; number 53, H, carries 0.3032; number 54, H, carries 0.2912; number 55, H, carries 0.1666; number 56, H, carries 0.0652; number 57, H, carries -0.2445; number 58, H, carries 0.3601; number 59, H, carries 0.4077; number 60, H, carries 0.3691; number 61, H, carries 0.4982; number 62, H, carries 0.4267; number 63, H, carries 0.3323; number 64, H, carries 0.3701; number 65, H, carries 0.2610; number 66, H, carries 0.3050; number 67, H, carries 0.2583; number 68, H, carries 0.2873; number 69, H, carries 0.1566; number 70, H, carries 0.4012; number 71, H, carries 0.1557; number 72, H, carries 0.1942; number 73, H, carries 0.1297; number 74, H, carries 0.5044; number 75, H, carries 0.1519; number 76, H, carries 0.2983; number 77, H, carries 0.3234; number 78, H, carries 0.1963; number 79, H, carries 0.3258; number 80, H, carries 0.3668; number 81, H, carries 0.3502; number 82, H, carries 0.3035; number 83, H, carries 0.2922; number 84, H, carries 0.5790; number 85, H, carries 0.3840; number 86, H, carries 0.3607; number 87, H, carries 0.4236; number 88, H, carries 0.3685; number 89, H, carries 0.1413; number 90, H, carries 0.2692; number 91, O, carries -0.5780; number 92, C, carries 0.3862; number 93, O, carries -0.2545; number 94, C, carries -0.0881; number 95, C, carries -0.4005; number 96, C, carries -0.5285; number 97, H, carries 0.2691; number 98, H, carries 0.1034; number 99, H, carries 0.1963

***

Entry 2:
DFT (the ωB97M-V functional and the def2-TZVPD basis) results for the molecule C3H4Cl2O at a distorted geometry.

Element x y z (Å)
O (0.24, 1.72, -0.94)
C (0.11, 1.33, 0.35)
C (-0.78, 0.26, 0.83)
Cl (-1.74, -0.71, -0.25)
C (0.73, 0.11, 0.89)
Cl (1.59, -0.92, -0.22)
H (0.04, 0.96, -1.46)
H (0.26, 2.27, 0.97)
H (-1.25, 0.39, 1.81)
H (1.16, 0.11, 1.91)

Values from the calculation:
E   -30266.860 eV
Largest force on an atom   0.069 hartree/bohr
SMILES   O[C@H]1[C@@H](Cl)[C@H]1Cl
Relative energy (zero: lowest compared OMol25 entry of this formula, charge and spin)   32.66 kcal per mole

Partial atomic charges computed with the Mulliken method, in multiples of e: number 1, O, carries -0.4918; number 2, C, carries -0.1531; number 3, C, carries -0.1758; number 4, Cl, carries -0.1645; number 5, C, carries -0.1683; number 6, Cl, carries -0.1560; number 7, H, carries 0.3681; number 8, H, carries 0.2780; number 9, H, carries 0.3404; number 10, H, carries 0.3230